Molecular formula: C49H53Br2INO8P
Method: DFT, the ωB97M-V functional and the def2-TZVPD basis

Calculated values
Energy ... -8342.7869 Ha
Orbital gap ... 7.83 eV
Charge ... 0

Element x y z (Å)
C 7.323 2.944 0.683
C 6.865 2.141 -0.551
C 5.871 2.894 -1.426
C 5.157 2.012 -2.477
C 4.432 0.822 -1.851
C 3.670 -0.036 -2.875
C 2.867 -1.156 -2.150
C 1.350 -0.904 -2.170
C 0.986 0.373 -1.445
N 1.550 0.624 -0.104
C 0.768 1.788 0.349
O 1.223 2.738 0.826
C -0.691 1.357 0.077
C -1.896 2.271 0.405
C -1.605 3.785 0.536
P -3.028 4.898 0.310
O -2.544 6.244 0.550
O -3.617 4.871 -1.192
C -4.280 3.657 -1.593
C -5.649 3.939 -2.265
O -4.121 4.534 1.452
C -5.482 4.906 1.179
C -5.696 6.382 0.839
C -0.522 0.858 -1.373
I -0.428 2.733 -2.566
C -1.643 0.023 -2.039
Br -2.365 0.603 -3.753
C -2.122 -1.093 -1.540
C -1.644 -1.616 -0.206
Br -3.458 -2.106 -2.446
H 8.204 2.453 1.106
H 6.552 2.881 1.453
H 7.604 3.969 0.447
H 6.463 1.203 -0.170
H 7.766 1.896 -1.120
H 6.439 3.661 -1.963
H 5.126 3.436 -0.836
H 4.390 2.659 -2.916
H 5.895 1.727 -3.230
H 5.160 0.152 -1.387
H 3.774 1.204 -1.067
H 3.063 0.567 -3.557
H 4.448 -0.525 -3.465
H 3.233 -1.178 -1.123
H 3.105 -2.095 -2.644
H 1.088 -0.815 -3.227
H 0.845 -1.801 -1.794
H 1.485 1.130 -2.045
H 1.268 -0.196 0.439
H -0.791 0.546 0.802
H -2.280 1.950 1.375
H -2.683 2.024 -0.310
H -1.303 3.956 1.572
H -0.794 4.157 -0.079
H -4.464 3.002 -0.737
H -3.677 3.093 -2.308
H -6.441 3.503 -1.663
H -5.789 5.021 -2.258
H -5.654 3.559 -3.282
H -5.958 4.274 0.426
H -6.031 4.711 2.100
H -4.967 6.969 1.399
H -6.687 6.747 1.105
H -5.489 6.595 -0.208
H -1.886 -0.858 0.537
H -0.577 -1.823 -0.174
H -2.245 -2.476 0.074
C 2.459 -9.622 -2.196
C 1.416 -10.477 -2.537
C 0.290 -9.981 -3.171
C 0.195 -8.625 -3.458
C 1.232 -7.763 -3.095
C 2.368 -8.268 -2.473
C 1.129 -6.300 -3.350
O 2.032 -5.550 -3.038
C -0.109 -5.777 -3.988
C -0.248 -4.409 -4.184
C -1.389 -3.908 -4.787
C -2.394 -4.773 -5.207
C -2.264 -6.138 -5.010
C -1.126 -6.644 -4.392
C -1.015 -8.109 -4.156
O -1.892 -8.866 -4.519
H 3.343 -10.013 -1.708
H 1.485 -11.533 -2.309
H -0.519 -10.647 -3.441
H 3.176 -7.602 -2.203
H 0.535 -3.735 -3.861
H -1.496 -2.840 -4.932
H -3.283 -4.380 -5.683
H -3.047 -6.810 -5.332
C -3.140 1.444 8.609
C -3.739 2.235 7.634
C -3.071 2.508 6.452
C -1.794 2.001 6.245
C -1.183 1.226 7.234
C -1.865 0.941 8.410
C 0.203 0.711 7.050
O 0.732 0.033 7.906
C 0.926 1.055 5.795
C 2.239 0.635 5.622
C 2.915 0.939 4.452
C 2.280 1.659 3.442
C 0.973 2.085 3.613
C 0.297 1.793 4.790
C -1.094 2.287 4.964
O -1.647 2.913 4.080
H -3.668 1.225 9.528
H -4.731 2.637 7.797
H -3.538 3.119 5.692
H -1.397 0.330 9.170
H 2.733 0.073 6.404
H 3.939 0.614 4.322
H 2.807 1.890 2.526
H 0.479 2.649 2.840

Atomic partial charges in e from the Mulliken method, atoms 1 to 99:
1. C -1.311
2. C -0.101
3. C -0.718
4. C -0.788
5. C -0.114
6. C -0.990
7. C -0.948
8. C -0.974
9. C 0.709
10. N -0.223
11. C -0.597
12. O -0.536
13. C 1.221
14. C -1.332
15. C -0.316
16. P 1.002
17. O -0.841
18. O -0.451
19. C 0.420
20. C -1.432
21. O -0.218
22. C -0.132
23. C -1.104
24. C -0.814
25. I 0.126
26. C 0.091
27. Br -0.125
28. C 0.145
29. C -0.936
30. Br -0.138
31. H 0.373
32. H 0.265
33. H 0.344
34. H 0.153
35. H 0.259
36. H 0.429
37. H 0.318
38. H 0.275
39. H 0.322
40. H 0.299
41. H 0.137
42. H 0.386
43. H 0.554
44. H 0.363
45. H 0.516
46. H 0.323
47. H 0.095
48. H 0.362
49. H 0.510
50. H 0.484
51. H 0.289
52. H 0.365
53. H -0.321
54. H 0.662
55. H 0.351
56. H -0.083
57. H 0.316
58. H 0.322
59. H 0.380
60. H 0.059
61. H 0.409
62. H 0.320
63. H 0.421
64. H 0.250
65. H 0.153
66. H 0.178
67. H 0.573
68. C -0.494
69. C -0.458
70. C -0.549
71. C 0.150
72. C 0.147
73. C -0.488
74. C 0.434
75. O -0.687
76. C 0.214
77. C -0.685
78. C -0.573
79. C -0.660
80. C -0.633
81. C 0.344
82. C 0.591
83. O -0.664
84. H 0.398
85. H 0.401
86. H 0.468
87. H 0.474
88. H 0.712
89. H 0.626
90. H 0.441
91. H 0.481
92. C -0.467
93. C -0.552
94. C -0.473
95. C 0.100
96. C 0.183
97. C -0.594
98. C 0.538
99. O -0.679